C24H23F3NO5S2 | wB97M-V/def2-TZVPD

Gap between HOMO and LUMO   4.95 eV
2S+1   1
Calculated total energy   -66809.91394 eV
E_LUMO   2.0083 eV
E_HOMO   -0.108 hartree
Net charge   -1

Element x y z (Å)
C  4.5791  4.1506  -2.8321
O  3.4136  3.8360  -3.6365
C  2.2684  3.4083  -3.0288
C  1.1873  3.0583  -3.8846
C  0.0631  2.4355  -3.3656
C  -0.0350  2.1778  -1.9718
C  -1.1210  1.4132  -1.3285
N  -1.4505  1.7424  -0.1248
S  -2.9852  1.8844  0.6149
C  -2.6454  2.0845  2.3660
C  -2.2491  0.9829  3.1319
C  -2.0888  1.1135  4.5104
C  -2.3501  2.3276  5.1571
C  -2.1998  2.4248  6.6559
C  -2.7564  3.4253  4.3869
C  -2.9152  3.3034  3.0059
O  -3.6044  3.0960  0.1400
O  -3.6430  0.6109  0.4868
C  0.9028  2.7928  -1.1232
C  2.0579  3.3930  -1.6230
H  5.3654  4.3419  -3.5623
H  4.4005  5.0487  -2.2229
H  4.8578  3.3073  -2.1823
H  1.3277  3.2309  -4.9500
H  -0.7308  2.0934  -4.0276
H  -1.6305  0.6300  -1.9273
H  -2.0748  0.0218  2.6585
H  -1.7704  0.2553  5.1105
H  -2.4374  3.4341  7.0168
H  -2.8627  1.7108  7.1698
H  -1.1689  2.1830  6.9566
H  -2.9608  4.3782  4.8883
H  -3.2585  4.1493  2.4200
H  0.7618  2.6931  -0.0500
H  2.8124  3.8007  -0.9485
C  4.4591  -5.2923  -1.5625
C  3.0619  -4.7840  -1.4399
C  2.3797  -4.3417  -2.5797
C  1.1514  -3.7202  -2.4858
C  0.5274  -3.5054  -1.2200
C  -0.6336  -2.7040  -1.1210
S  -1.6907  -3.1648  0.2023
C  -3.3895  -2.9913  -0.5950
F  -4.3358  -3.1171  0.3571
F  -3.5689  -1.8171  -1.2330
F  -3.5412  -3.9951  -1.4939
O  -1.5961  -4.5753  0.5206
O  -1.7168  -2.1780  1.2571
C  1.1304  -4.1977  -0.1044
C  2.3713  -4.8010  -0.2213
H  4.8604  -5.6079  -0.5942
H  4.5206  -6.1351  -2.2617
H  5.0902  -4.4924  -1.9676
H  2.8681  -4.4897  -3.5410
H  0.6172  -3.3667  -3.3641
H  -1.0535  -2.1173  -1.9515
H  0.6260  -4.2504  0.8603
H  2.8035  -5.2951  0.6524